1.
{
  "formula": "C25H39N3O4PPtS2",
  "method": "the ωB97M-V functional and the def2-TZVPD basis",
  "elements": ["Pt", "O", "S", "O", "O", "O", "C", "C", "C", "P", "C", "C", "C", "C", "C", "C", "C", "C", "C", "C", "N", "C", "C", "C", "C", "C", "C", "C", "C", "C", "H", "H", "H", "H", "H", "H", "H", "H", "H", "H", "H", "H", "H", "H", "H", "H", "H", "H", "H", "H", "H", "H", "H", "H", "H", "H", "H", "H", "H", "H", "H", "C", "N", "C", "S", "N", "C", "H", "H", "H", "H", "H", "H", "H", "H"],
  "xyz": [[-0.8264, 0.4624, 0.6564], [-2.0174, 2.2252, 3.8327], [-1.9524, 2.2264, 2.3736], [-2.6394, 3.3288, 1.7548], [-0.4917, 2.1387, 1.9254], [-2.4753, 0.8726, 1.8431], [-3.9994, -1.5537, -2.2100], [-3.3442, -0.6193, -1.1943], [-3.4993, 0.8441, -1.6101], [-1.5808, -0.9712, -0.8213], [-1.4564, -2.7859, -0.5611], [0.0014, -3.1639, -0.3036], [-2.3568, -3.2565, 0.5779], [-0.5087, -0.6644, -2.2289], [-0.6328, -1.2021, -3.5075], [0.3388, -1.0203, -4.4769], [0.1831, -1.5659, -5.8717], [1.4791, -0.2966, -4.1046], [1.6527, 0.2244, -2.8420], [0.6526, 0.0562, -1.8515], [0.7620, 0.5137, -0.5845], [1.8950, 1.2698, -0.1901], [2.9914, 0.6185, 0.3864], [2.9674, -0.8727, 0.5558], [4.0758, 1.3747, 0.8105], [4.0941, 2.7598, 0.6785], [5.2697, 3.5594, 1.1757], [2.9978, 3.3815, 0.0999], [1.8918, 2.6586, -0.3396], [0.7007, 3.3618, -0.9263], [-5.0750, -1.3643, -2.2403], [-3.8548, -2.6084, -1.9731], [-3.6097, -1.3695, -3.2127], [-3.8282, -0.7456, -0.2193], [-2.9879, 1.0289, -2.5582], [-3.0931, 1.5188, -0.8565], [-4.5581, 1.0792, -1.7424], [-1.7745, -3.2386, -1.5080], [0.3587, -2.6858, 0.6095], [0.6460, -2.8601, -1.1299], [0.0845, -4.2466, -0.1800], [-2.0508, -2.7816, 1.5117], [-2.2570, -4.3369, 0.7086], [-3.4107, -3.0352, 0.3963], [-1.5148, -1.7847, -3.7555], [-0.6833, -2.2260, -5.9359], [1.0602, -2.1405, -6.1789], [0.0436, -0.7692, -6.6076], [2.2653, -0.1457, -4.8388], [2.5576, 0.7643, -2.5936], [2.1447, -1.1701, 1.2116], [3.9026, -1.2274, 0.9911], [2.8156, -1.3734, -0.4034], [4.9235, 0.8692, 1.2640], [6.2120, 3.1559, 0.7997], [5.3204, 3.5444, 2.2669], [5.1975, 4.6007, 0.8609], [2.9940, 4.4617, -0.0089], [0.9702, 4.3678, -1.2508], [-0.0925, 3.4365, -0.1783], [0.2938, 2.8157, -1.7780], [-2.6068, -1.6085, 4.2232], [-1.6224, -0.5893, 4.5084], [-0.3505, -0.6666, 4.0531], [0.2914, -2.0502, 3.3362], [0.3567, 0.4749, 4.2126], [1.6420, 0.6885, 3.5791], [-3.4594, -1.4553, 4.8851], [-2.1822, -2.5931, 4.4041], [-2.9495, -1.5504, 3.1867], [-1.9889, 0.3605, 4.5249], [-0.2219, 1.3053, 4.2930], [2.2600, -0.1974, 3.7005], [2.1257, 1.5375, 4.0626], [1.5340, 0.9067, 2.5138]],
  "forces_ev_per_a": [[-0.16, 0.32, -0.44], [0.01, 0.00, -0.02], [-0.04, -0.04, 0.08], [0.00, -0.02, -0.01], [-0.05, 0.02, -0.03], [0.01, -0.07, 0.16], [0.00, 0.00, 0.00], [0.01, 0.03, -0.05], [-0.02, 0.00, 0.00], [0.08, -0.11, -0.03], [-0.03, 0.02, 0.01], [0.01, 0.02, -0.01], [0.00, 0.01, 0.00], [0.08, -0.02, 0.06], [-0.02, 0.00, 0.00], [0.00, 0.01, -0.01], [0.00, 0.00, 0.00], [0.00, 0.00, 0.00], [-0.03, 0.01, 0.00], [-0.02, -0.04, -0.03], [0.01, -0.05, 0.15], [-0.01, 0.05, -0.03], [0.05, 0.00, -0.07], [-0.01, 0.00, -0.01], [-0.01, 0.00, -0.01], [0.01, -0.02, 0.01], [0.00, 0.00, 0.00], [0.00, 0.00, -0.02], [-0.02, 0.00, 0.03], [0.00, 0.00, 0.00], [0.00, 0.01, 0.00], [-0.01, 0.00, 0.01], [0.01, -0.01, 0.00], [0.02, 0.00, 0.01], [0.01, 0.01, 0.01], [-0.01, 0.00, 0.01], [0.00, 0.00, -0.01], [-0.02, 0.00, 0.01], [0.00, -0.01, 0.01], [0.00, 0.00, 0.00], [0.00, 0.00, 0.01], [0.01, -0.01, 0.01], [0.00, 0.00, 0.00], [0.00, 0.01, 0.01], [0.00, -0.01, 0.00], [0.00, 0.00, 0.00], [0.00, 0.00, 0.00], [0.00, 0.00, 0.00], [0.00, 0.00, 0.00], [0.00, 0.01, 0.00], [0.00, -0.01, 0.00], [0.00, 0.00, 0.00], [-0.01, 0.00, 0.00], [0.00, 0.00, 0.00], [0.00, 0.00, 0.00], [0.00, 0.00, 0.00], [0.00, 0.00, 0.00], [0.00, 0.00, 0.00], [0.00, 0.00, 0.02], [0.00, -0.01, -0.01], [0.01, 0.00, -0.01], [0.01, 0.02, 0.01], [-0.05, 0.02, -0.03], [0.07, 0.17, -0.15], [0.03, -0.15, 0.15], [-0.03, -0.14, -0.07], [0.01, -0.02, 0.03], [-0.01, 0.01, -0.01], [-0.01, 0.01, -0.01], [0.00, -0.02, -0.02], [0.02, -0.01, 0.07], [0.03, 0.03, 0.09], [0.02, 0.00, 0.02], [-0.01, 0.01, -0.03], [0.01, -0.01, 0.10]],
  "orbital_gap_ev": 6.940,
  "de_lowest_kj_mol": 0.0,
  "homo_energy_ev": -4.4,
  "max_force_ev_per_a": 0.56,
  "e_lumo_ha": 0.09161,
  "charge": -1
}

2.
{
  "formula": "C25H40BO4V",
  "method": "the ωB97M-V functional and the def2-TZVPD basis",
  "elements": ["O", "C", "C", "H", "H", "C", "H", "H", "C", "H", "H", "H", "C", "H", "H", "H", "V", "C", "C", "C", "H", "C", "C", "H", "H", "H", "H", "C", "C", "C", "H", "C", "C", "H", "H", "H", "H", "O", "C", "C", "H", "H", "C", "H", "H", "C", "H", "H", "H", "H", "C", "C", "C", "O", "B", "O", "C", "C", "C", "H", "H", "H", "H", "H", "H", "H", "H", "H", "H", "H", "H"],
  "xyz": [[2.4026, -4.1932, 0.5231], [1.4843, -5.3515, 0.5356], [2.5627, -6.4030, 0.3894], [0.8656, -5.3368, -0.3663], [0.8822, -5.4058, 1.4547], [3.4696, -5.1541, 0.2407], [2.3930, -6.9915, -0.5180], [2.7038, -7.0017, 1.2928], [3.9193, -5.0520, -1.2043], [3.0371, -5.1217, -1.8531], [4.5879, -5.8904, -1.4455], [4.4480, -4.1162, -1.4188], [4.5728, -5.0965, 1.2803], [4.1339, -5.1169, 2.2819], [5.1669, -4.1852, 1.1758], [5.2384, -5.9604, 1.1710], [0.3836, 1.5246, 0.5174], [0.4956, 2.8667, 2.1161], [-0.8804, 2.4784, 2.2571], [-0.9275, 1.0850, 2.5621], [-1.7240, 3.1584, 2.2927], [0.4173, 0.6070, 2.6504], [1.3026, 1.7090, 2.4144], [2.3833, 1.6774, 2.5544], [0.8427, 3.8808, 1.9402], [-1.8326, 0.5146, 2.7743], [0.7329, -0.3775, 3.0078], [1.0346, 2.9487, -1.0760], [2.0362, 2.5864, -0.1020], [2.3523, 1.1907, -0.2903], [2.5507, 3.2876, 0.5437], [1.6273, 0.7370, -1.4441], [0.8028, 1.7905, -1.9019], [0.1702, 1.7736, -2.7839], [0.7474, 3.9771, -1.2799], [3.0986, 0.6110, 0.2502], [1.7611, -0.2308, -1.9310], [0.2686, -3.2996, -0.8243], [0.7089, -2.2993, 0.1563], [0.0929, -2.6868, 1.4949], [0.2790, -1.3085, -0.1287], [1.7942, -2.2185, 0.1601], [-1.3193, -3.0726, 0.9998], [0.1198, -1.8618, 2.2059], [0.6150, -3.5486, 1.9323], [-1.1217, -3.5337, -0.4660], [-1.9115, -2.1485, 0.9884], [-1.8206, -3.8061, 1.6445], [-1.7673, -2.9204, -1.1311], [-1.3301, -4.6064, -0.6020], [-2.7691, 5.8785, -0.7572], [-2.7526, 4.3934, -0.4625], [-3.8388, 4.1267, 0.5699], [-1.4680, 4.0792, 0.0847], [-1.1861, 2.7432, -0.3006], [-2.0757, 2.2757, -1.2918], [-2.8438, 3.4154, -1.7019], [-4.2296, 2.9242, -2.0663], [-2.1783, 4.0419, -2.9292], [-2.6471, 6.4291, 0.1834], [-3.7375, 6.1609, -1.1879], [-1.9670, 6.1873, -1.4363], [-3.6559, 4.7505, 1.4517], [-4.8167, 4.4148, 0.1648], [-3.8815, 3.0768, 0.8810], [-4.8593, 3.7566, -2.4017], [-4.1695, 2.1986, -2.8860], [-4.7283, 2.4420, -1.2184], [-1.1828, 4.4499, -2.6872], [-2.0625, 3.2897, -3.7231], [-2.8007, 4.8567, -3.3265]],
  "forces_ev_per_a": [[0.16, -2.29, 0.22], [-0.75, 0.24, -0.13], [-0.30, 0.72, 0.33], [-0.13, 0.19, 0.50], [0.09, 0.12, -0.36], [0.89, -0.86, -0.22], [0.47, -0.11, 0.38], [0.23, -0.02, -0.33], [0.24, 0.17, -0.09], [0.21, 0.09, 0.06], [-0.13, 0.21, 0.07], [-0.10, -0.08, 0.07], [0.02, 0.17, -0.19], [0.07, -0.01, -0.10], [-0.01, -0.01, 0.04], [-0.10, 0.15, -0.01], [-2.88, -1.38, -1.03], [-0.06, -0.11, 1.35], [0.55, -0.50, 0.01], [1.04, 0.34, -0.25], [0.22, -0.23, -0.39], [0.20, 0.65, 0.37], [-0.34, -0.09, 1.01], [-0.43, 0.03, -0.21], [-0.16, -0.31, 0.12], [0.32, 0.10, -0.34], [-0.12, 0.59, -0.43], [1.24, -0.38, -0.01], [0.73, 0.19, -1.49], [0.55, 0.42, -0.77], [-0.14, -0.24, -0.11], [0.18, 0.47, 0.84], [0.66, 0.28, 0.64], [-0.12, -0.11, 0.41], [-0.25, -0.40, 0.10], [-0.24, 0.26, -0.18], [-0.40, 0.20, 0.45], [-0.60, 1.63, 1.58], [-0.22, 0.04, -0.65], [-0.07, -0.74, -0.66], [-0.01, -0.16, -0.09], [-0.24, -0.14, -0.21], [0.04, 0.38, 0.36], [-0.27, -0.31, -0.17], [-0.13, 0.51, -0.14], [0.15, 0.13, -0.25], [-0.16, -0.28, 0.09], [0.12, 0.17, -0.29], [0.28, -0.55, 0.22], [0.05, 0.42, -0.08], [-0.05, 0.28, -0.33], [-0.68, 0.11, -0.48], [-0.10, -0.10, 0.22], [0.65, -1.87, -0.36], [-1.41, 1.27, -0.46], [1.61, 0.21, 1.63], [-0.54, 0.98, -0.39], [-0.38, 0.05, 0.09], [0.16, -0.06, -0.16], [-0.02, -0.13, -0.20], [0.21, 0.03, 0.02], [-0.20, -0.09, 0.13], [0.00, -0.14, -0.08], [0.20, -0.14, 0.12], [-0.01, 0.11, -0.08], [0.10, -0.11, 0.06], [0.06, 0.16, 0.17], [0.15, 0.05, -0.19], [-0.33, -0.12, -0.09], [-0.06, 0.16, 0.25], [0.24, -0.22, 0.13]],
  "orbital_gap_ev": [7.110, 7.449],
  "de_lowest_kj_mol": 97.2,
  "homo_energy_ev": [-11.6, -11.6],
  "spin_multiplicity": 2,
  "max_force_ev_per_a": 3.35,
  "e_lumo_ha": [-0.16321, -0.15077],
  "charge": 1
}

3.
{
  "formula": "C25H40BrCl2IrNO4PSSb",
  "method": "the ωB97M-V functional and the def2-TZVPD basis",
  "elements": ["Ir", "Cl", "C", "C", "C", "C", "C", "Cl", "C", "S", "H", "H", "H", "C", "C", "C", "C", "O", "P", "O", "O", "O", "C", "C", "C", "C", "H", "H", "H", "H", "H", "H", "H", "H", "H", "H", "H", "H", "H", "H", "H", "H", "H", "H", "Br", "C", "C", "C", "N", "C", "C", "H", "H", "H", "H", "C", "C", "Sb", "C", "C", "C", "C", "H", "H", "H", "H", "H", "H", "H", "H", "H", "H", "H", "H", "H", "H", "H"],
  "xyz": [[-0.1586, -0.1004, -0.7776], [-1.2311, 1.3604, 0.9458], [0.0250, 1.5931, 2.1433], [-0.3169, 2.2664, 3.3024], [0.6597, 2.4964, 4.2530], [1.9528, 2.0467, 4.0285], [2.2586, 1.3741, 2.8594], [3.8759, 0.8230, 2.5999], [1.2944, 1.1292, 1.8742], [1.8018, 0.3121, 0.4041], [-1.3340, 2.6042, 3.4533], [0.4127, 3.0230, 5.1642], [2.7324, 2.2096, 4.7602], [1.0354, -3.8198, 0.7525], [0.6763, -4.0287, -0.7130], [0.0948, -5.4141, -0.9117], [1.9246, -3.7890, -1.5494], [-0.4149, -3.0237, -1.0889], [-1.6153, -2.3915, 0.2080], [-2.3026, -3.5785, 0.6856], [-0.6825, -1.5063, 0.9615], [-2.3861, -1.4188, -0.7892], [-3.8545, -1.3721, -1.0674], [-4.5417, -0.9111, 0.2040], [-4.3517, -2.7313, -1.5208], [-3.9783, -0.3392, -2.1702], [1.8470, -4.5058, 0.9903], [0.2007, -4.0429, 1.4167], [1.3769, -2.8034, 0.9386], [0.7843, -6.1444, -0.4874], [-0.0426, -5.6499, -1.9670], [-0.8616, -5.5015, -0.3959], [2.7363, -4.3480, -1.0856], [2.2029, -2.7336, -1.5562], [1.8203, -4.1388, -2.5741], [-4.3254, -1.5970, 1.0252], [-5.6205, -0.8842, 0.0527], [-4.2017, 0.0878, 0.4843], [-4.2570, -3.4695, -0.7261], [-3.7911, -3.0797, -2.3908], [-5.4015, -2.6485, -1.8020], [-3.4086, 0.5561, -1.9093], [-5.0243, -0.0609, -2.2971], [-3.6061, -0.7270, -3.1205], [0.9311, -4.0235, -6.0404], [0.5678, -2.8846, -4.5839], [-0.1895, -3.3229, -3.5789], [-0.5238, -2.4188, -2.4488], [0.1983, -1.1551, -2.4347], [0.9718, -0.8050, -3.5015], [1.1695, -1.5766, -4.5850], [-0.6597, -4.2963, -3.5916], [-1.5839, -2.2185, -2.4913], [1.4623, 0.1541, -3.4323], [1.7834, -1.2364, -5.4028], [2.8887, 2.3782, -3.2127], [1.4428, 2.7936, -3.4915], [0.1786, 2.3362, -1.8310], [-1.6503, 3.4019, -2.1842], [-1.6228, 4.2277, -3.4706], [1.0246, 3.6477, -0.3715], [1.2559, 5.0493, -0.9313], [3.5126, 2.5916, -4.0811], [2.9788, 1.3139, -2.9940], [3.3039, 2.9221, -2.3627], [1.0387, 2.2919, -4.3709], [1.3561, 3.8688, -3.6448], [-1.7942, 4.0290, -1.3036], [-2.4581, 2.6713, -2.2103], [-0.8394, 4.9863, -3.4495], [-2.5756, 4.7417, -3.6029], [-1.4594, 3.6021, -4.3492], [1.9492, 3.1949, -0.0156], [0.3240, 3.6703, 0.4631], [2.0193, 5.0556, -1.7101], [1.5957, 5.7097, -0.1329], [0.3423, 5.4821, -1.3448]],
  "forces_ev_per_a": [[0.03, 3.14, 0.98], [0.05, -0.46, -0.22], [-0.03, 0.13, 0.36], [-0.18, 0.05, -0.05], [0.03, 0.00, -0.02], [0.03, -0.02, 0.01], [0.02, 0.05, 0.11], [0.00, 0.02, 0.00], [0.19, -0.20, -0.12], [-0.38, -0.39, -0.79], [0.02, -0.01, 0.00], [0.02, -0.03, 0.00], [-0.01, 0.00, -0.02], [-0.19, 0.21, 0.03], [0.47, -0.40, 0.36], [-0.20, 0.05, -0.15], [-0.08, 0.15, -0.19], [-0.34, -0.17, 0.27], [0.50, -0.71, -0.79], [-0.16, 0.14, 0.19], [0.24, 0.07, -0.45], [-0.33, -0.05, 0.21], [-0.27, 0.04, -0.07], [0.20, -0.01, 0.12], [0.19, -0.12, 0.06], [0.14, 0.02, -0.05], [-0.03, -0.05, -0.04], [0.01, 0.00, 0.00], [0.04, -0.02, 0.01], [0.01, 0.01, -0.03], [0.01, -0.01, 0.03], [0.03, -0.01, 0.02], [-0.01, 0.00, 0.03], [0.02, -0.04, 0.02], [0.06, 0.03, 0.11], [-0.07, -0.01, -0.01], [0.01, 0.00, -0.01], [-0.03, 0.00, 0.00], [-0.03, 0.02, -0.03], [-0.04, 0.01, -0.02], [0.01, 0.03, -0.02], [-0.07, 0.01, 0.01], [0.01, -0.02, -0.02], [0.02, 0.02, 0.02], [-0.01, 0.02, -0.05], [0.12, 0.01, -0.10], [-0.01, -0.05, 0.14], [0.16, 0.46, -0.75], [-0.25, -0.44, 0.62], [0.16, -0.07, 0.14], [0.02, -0.16, -0.11], [0.00, 0.03, -0.03], [-0.18, -0.14, 0.14], [-0.06, -0.05, 0.07], [0.01, -0.05, -0.01], [-0.05, 0.13, -0.02], [0.00, -0.37, 0.03], [0.07, -0.58, 0.31], [0.04, -0.20, -0.23], [-0.01, -0.02, 0.08], [0.06, -0.04, -0.08], [-0.04, -0.07, 0.02], [0.01, 0.00, 0.02], [0.07, 0.03, 0.02], [0.00, -0.02, 0.00], [0.01, 0.04, -0.04], [-0.04, -0.01, -0.01], [0.00, -0.02, 0.02], [-0.02, 0.02, 0.03], [-0.02, -0.01, -0.01], [0.02, 0.01, -0.02], [-0.01, 0.01, 0.01], [-0.01, 0.02, 0.01], [0.02, 0.01, -0.01], [-0.01, 0.01, 0.01], [0.01, 0.03, -0.03], [0.02, 0.01, 0.01]],
  "orbital_gap_ev": 6.550,
  "homo_energy_ev": -10.3,
  "max_force_ev_per_a": 3.29,
  "e_lumo_ha": -0.13729,
  "charge": 1
}